No. 1
Below is C8H17NO as an isolated structure in a non-equilibrium geometry, with properties calculated with ωB97M-V/def2-TZVPD.

Properties
- HOMO-LUMO gap (eV) = 8.794
- energy above the lowest of the compared OMol25 structures with the same formula, charge and spin (kJ/mol) = 300.5

ORCA input file:
```
! RIJCOSX wB97M-V def2-TZVPD def2/J DEFGRID3
* xyz 0 1
C -0.561 -0.966 0.257
C 1.495 0.087 0.856
C -1.871 -1.214 0.971
C -0.214 -2.088 -0.706
C 2.646 -0.612 0.169
O 0.391 -0.650 1.187
H 1.797 0.642 1.745
H -2.078 -0.418 1.681
H -2.691 -1.281 0.256
H -1.833 -2.156 1.529
H 0.719 -1.905 -1.227
H -1.015 -2.191 -1.439
H -0.120 -3.040 -0.171
H 2.850 -1.592 0.609
H 3.542 0.003 0.270
H 2.466 -0.760 -0.896
C -1.851 1.377 -0.697
N 0.499 2.669 0.214
C 0.673 1.391 -0.397
C -0.508 0.695 -0.857
H -0.209 2.657 0.937
H 1.358 3.013 0.621
H 1.500 1.421 -1.102
H -0.385 0.249 -1.841
H -2.099 1.555 0.350
H -1.851 2.348 -1.197
H -2.647 0.766 -1.122
*
```

---

No. 2
Below is the molecule C5H10O, with properties calculated with ωB97M-V/def2-TZVPD.

Properties
- HOMO-LUMO gap (eV) = 10.485
- energy above the lowest of the compared OMol25 structures with the same formula, charge and spin (kJ/mol) = 90.1

ORCA input file:
```
! RIJCOSX wB97M-V def2-TZVPD def2/J DEFGRID3
* xyz 0 1
C 1.590 1.554 -1.449
C 0.356 0.868 -0.945
C -0.202 1.073 0.246
C -1.306 0.223 0.803
C -0.749 -0.790 1.815
O 0.379 -1.493 1.342
H 2.041 2.175 -0.668
H 1.387 2.186 -2.321
H 2.335 0.810 -1.757
H -0.086 0.116 -1.605
H 0.226 1.823 0.914
H -2.077 0.823 1.302
H -1.803 -0.319 -0.014
H -1.549 -1.489 2.107
H -0.424 -0.266 2.721
H 0.291 -1.597 0.386
*
```

---

No. 3
Below is a 6-piece molecular cluster, C6H25NO7 overall in a non-equilibrium geometry, with properties calculated with ωB97M-V/def2-TZVPD.

Properties
- HOMO-LUMO gap (eV) = 8.427
- energy above the lowest of the compared OMol25 structures with the same formula, charge and spin (kJ/mol) = 363.4

ORCA input file:
```
! RIJCOSX wB97M-V def2-TZVPD def2/J DEFGRID3
* xyz 0 1
C 1.230 4.617 -1.976
O 1.595 3.310 -1.735
C 2.308 3.049 -0.473
C 2.825 1.569 -0.385
N 2.177 0.772 0.648
C 2.393 -0.695 0.463
C 1.688 -1.474 1.605
O 0.331 -1.296 1.391
C -0.406 -2.346 2.051
H 0.453 4.634 -2.741
H 2.034 5.251 -2.351
H 0.690 5.095 -1.159
H 1.732 3.248 0.431
H 3.139 3.726 -0.277
H 3.908 1.580 -0.267
H 2.690 1.187 -1.397
H 1.177 0.915 0.630
H 3.473 -0.844 0.464
H 2.114 -1.169 -0.478
H 2.112 -1.224 2.577
H 1.953 -2.529 1.531
H -0.078 -2.443 3.086
H -0.271 -3.328 1.597
H -1.475 -2.154 2.140
O -0.491 -1.400 -1.852
H -0.959 -1.546 -1.029
H -0.411 -0.448 -1.916
O -5.453 -0.254 -0.480
H -6.177 0.314 -0.216
H -5.878 -1.041 -0.820
O -0.589 1.060 0.756
H -1.469 0.728 0.577
H -0.164 0.359 1.250
O -2.716 -1.149 0.071
H -3.632 -0.871 0.057
H -2.754 -2.104 0.123
O -2.362 -4.025 -0.442
H -2.742 -4.218 -1.299
H -1.992 -4.858 -0.150
*
```

---

No. 4
Below is the molecule C25H35N5O3, with properties calculated with ωB97M-V/def2-TZVPD.

Properties
- HOMO-LUMO gap (eV) = 8.030
- energy above the lowest of the compared OMol25 structures with the same formula, charge and spin (kJ/mol) = 271.6

ORCA input file:
```
! RIJCOSX wB97M-V def2-TZVPD def2/J DEFGRID3
* xyz 0 1
C -2.329 -2.565 3.059
C -1.637 -1.205 3.071
N -0.926 -0.986 1.821
C -0.843 0.394 1.389
C 0.201 1.208 2.161
N 1.505 0.584 1.996
C 2.607 1.365 2.549
C 3.884 1.202 1.718
C 3.777 1.898 0.364
N 2.661 1.350 -0.374
C 2.156 1.948 -1.471
O 2.663 2.907 -2.022
C 0.864 1.335 -1.908
C -0.171 2.168 -2.193
N -1.430 1.736 -2.472
C -2.483 2.718 -2.624
C -2.851 3.359 -1.270
O -3.154 2.444 -0.253
C -4.363 1.734 -0.433
C -1.794 0.397 -2.508
O -2.952 0.070 -2.764
C -0.702 -0.495 -2.237
C 0.600 -0.062 -1.950
C 1.387 -1.241 -1.771
C 2.737 -1.493 -1.522
C 3.156 -2.798 -1.406
C 2.261 -3.865 -1.537
C 0.928 -3.650 -1.805
C 0.494 -2.333 -1.930
N -0.755 -1.863 -2.210
C -1.917 -2.683 -2.407
C 1.468 -0.778 2.503
C 0.392 -1.585 1.762
H -2.926 -2.688 3.959
H -2.978 -2.636 2.190
H -1.604 -3.373 3.013
H -2.398 -0.427 3.165
H -0.981 -1.139 3.953
H -0.560 0.385 0.333
H -1.822 0.867 1.469
H -0.085 1.275 3.226
H 0.240 2.220 1.751
H 2.320 2.419 2.543
H 2.807 1.081 3.595
H 4.724 1.628 2.269
H 4.084 0.141 1.560
H 3.638 2.979 0.494
H 4.699 1.757 -0.212
H 2.064 0.739 0.182
H -0.024 3.237 -2.194
H -2.163 3.504 -3.311
H -3.345 2.195 -3.044
H -3.692 4.050 -1.437
H -1.997 3.926 -0.889
H -5.195 2.423 -0.622
H -4.540 1.201 0.499
H -4.292 1.012 -1.251
H 3.437 -0.678 -1.433
H 4.198 -3.010 -1.214
H 2.629 -4.875 -1.435
H 0.242 -4.476 -1.919
H -1.755 -3.378 -3.234
H -2.762 -2.037 -2.636
H -2.133 -3.253 -1.500
H 1.269 -0.788 3.590
H 2.441 -1.246 2.336
H 0.676 -1.656 0.709
H 0.349 -2.594 2.172
*
```

---

No. 5
Below is C46H67Br2N6O9P2SSiSr as an isolated structure, with properties calculated with ωB97M-V/def2-TZVPD.

Properties
- HOMO-LUMO gap (eV) = 6.578
- energy above the lowest of the compared OMol25 structures with the same formula, charge and spin (kJ/mol) = 95.1

ORCA input file:
```
! RIJCOSX wB97M-V def2-TZVPD def2/J DEFGRID3
* xyz -1 1
Sr -0.181 -0.794 -0.380
Br 1.814 -3.616 -4.426
C 2.040 -4.067 -2.602
C 2.584 -5.308 -2.275
C 2.777 -5.661 -0.967
Br 3.534 -7.365 -0.579
C 2.434 -4.776 0.075
C 2.631 -5.037 1.450
C 2.287 -4.101 2.381
C 1.717 -2.891 1.950
N 1.506 -2.615 0.684
C 1.872 -3.518 -0.265
C 1.643 -3.119 -1.649
O 1.135 -1.991 -1.936
H 2.855 -5.992 -3.067
H 3.060 -5.984 1.748
H 2.439 -4.278 3.437
H 1.427 -2.131 2.669
O -5.205 -6.482 -0.630
C -5.377 -5.301 -0.979
O -6.377 -4.729 -1.446
C -4.122 -4.393 -0.826
C -2.943 -4.887 -0.276
C -1.871 -4.038 -0.095
N -1.894 -2.746 -0.439
C -3.023 -2.272 -0.994
C -4.150 -3.054 -1.188
C -3.038 -0.785 -1.287
O -4.049 -0.158 -0.913
O -2.008 -0.264 -1.816
H -2.903 -5.929 0.012
H -0.946 -4.389 0.352
H -5.060 -2.636 -1.596
C 4.066 1.807 -2.988
N 3.514 1.139 -1.825
C 4.396 0.238 -1.103
C 2.207 1.195 -1.511
C 1.284 1.909 -2.458
O 1.784 0.664 -0.477
H 3.917 1.224 -3.903
H 5.137 1.934 -2.834
H 3.622 2.793 -3.112
H 4.883 -0.435 -1.812
H 3.805 -0.349 -0.407
H 5.161 0.798 -0.558
H 1.521 1.677 -3.495
H 1.351 2.988 -2.297
H 0.259 1.608 -2.250
C -4.838 2.676 1.597
N -3.468 3.206 1.198
C -2.719 3.641 2.462
N -2.655 2.584 3.408
C -3.993 2.112 3.735
N -4.731 1.638 2.573
C -4.159 0.404 2.019
P -2.425 0.641 1.408
C -2.696 2.180 0.418
C -1.786 1.502 2.927
H -5.318 2.307 0.690
H -5.390 3.526 2.006
H -3.574 4.032 0.606
H -3.279 4.486 2.868
H -1.716 3.941 2.145
H -4.549 2.938 4.188
H -3.921 1.299 4.457
H -4.753 0.054 1.176
H -4.173 -0.367 2.792
H -3.259 1.894 -0.471
H -1.746 2.646 0.138
H -0.803 1.916 2.697
H -1.657 0.771 3.730
C 1.423 2.486 3.949
P 1.949 0.940 3.089
C 3.285 1.661 2.065
C 2.878 0.140 4.455
C 2.202 -0.163 5.639
C 2.837 -0.822 6.678
C 4.164 -1.209 6.548
C 4.844 -0.929 5.374
C 4.207 -0.259 4.337
H 0.612 2.289 4.650
H 1.063 3.183 3.189
H 2.257 2.941 4.486
H 3.970 2.270 2.660
H 2.793 2.279 1.312
H 3.833 0.876 1.545
H 1.161 0.122 5.747
H 2.294 -1.040 7.589
H 4.661 -1.731 7.355
H 5.877 -1.231 5.261
H 4.757 -0.046 3.430
C -2.567 6.346 0.091
C -1.446 7.352 -0.183
C -1.970 8.507 -1.031
C -0.873 7.867 1.135
O -0.443 6.717 -0.952
Si 0.784 5.661 -0.585
S 0.361 3.999 0.541
O 1.905 6.675 0.102
C 3.166 6.362 0.696
C 3.999 7.636 0.596
C 3.864 5.221 -0.046
C 2.952 5.988 2.162
O 1.341 5.210 -2.085
C 1.452 5.941 -3.313
C 0.099 5.936 -4.022
C 1.942 7.371 -3.085
C 2.476 5.182 -4.150
H -3.407 6.826 0.600
H -2.147 5.560 0.711
H -2.913 5.919 -0.854
H -2.750 9.057 -0.500
H -2.382 8.128 -1.967
H -1.155 9.192 -1.266
H -1.657 8.332 1.737
H -0.088 8.598 0.944
H -0.432 7.045 1.700
H 4.157 7.905 -0.449
H 4.971 7.499 1.074
H 3.476 8.457 1.087
H 3.985 5.472 -1.100
H 3.277 4.304 0.024
H 4.850 5.041 0.389
H 2.468 6.814 2.687
H 3.907 5.776 2.648
H 2.311 5.111 2.229
H -0.639 6.456 -3.417
H -0.235 4.909 -4.176
H 0.178 6.427 -4.994
H 1.236 7.927 -2.473
H 2.057 7.878 -4.045
H 2.905 7.365 -2.574
H 2.125 4.169 -4.352
H 3.427 5.126 -3.617
H 2.641 5.688 -5.102
*
```

---

No. 6
Below is C41H65AsBF4N3O4SSeTl as an isolated structure, with properties calculated with ωB97M-V/def2-TZVPD.

Properties
- HOMO-LUMO gap (eV) = 5.537
- energy above the lowest of the compared OMol25 structures with the same formula, charge and spin (kJ/mol) = 0.0

ORCA input file:
```
! RIJCOSX wB97M-V def2-TZVPD def2/J DEFGRID3
* xyz -1 1
Tl 0.478 0.169 1.250
C -3.886 3.177 -4.766
C -4.343 2.499 -3.465
C -5.012 1.173 -3.821
C -5.382 3.387 -2.764
C -3.144 2.303 -2.546
C -2.729 1.100 -2.117
C -1.559 0.972 -1.275
N -1.097 -0.127 -0.778
C -1.673 -1.367 -0.817
C -3.065 -1.579 -0.779
C -3.597 -2.840 -0.809
C -2.693 -3.918 -0.958
C -1.325 -3.790 -0.970
C -0.747 -2.476 -0.798
O 0.510 -2.297 -0.700
C -0.414 -5.005 -1.153
C 0.451 -5.240 0.097
C 0.491 -4.787 -2.378
C -1.222 -6.281 -1.401
C -5.107 -3.039 -0.667
C -5.834 -2.334 -1.821
C -5.581 -2.438 0.665
C -5.503 -4.517 -0.687
C -0.720 2.182 -1.015
O 0.377 2.071 -0.472
C -1.266 3.495 -1.424
C -2.412 3.494 -2.132
C -0.533 4.779 -1.042
C -0.401 4.878 0.489
C -1.307 6.006 -1.526
C 0.860 4.821 -1.697
H -4.742 3.334 -5.429
H -3.157 2.553 -5.288
H -3.425 4.149 -4.578
H -5.863 1.358 -4.481
H -5.385 0.663 -2.930
H -4.326 0.499 -4.339
H -6.257 3.517 -3.407
H -4.988 4.379 -2.536
H -5.708 2.930 -1.827
H -3.223 0.191 -2.433
H -3.706 -0.717 -0.622
H -3.107 -4.914 -1.045
H 1.098 -4.391 0.299
H 1.070 -6.132 -0.047
H -0.180 -5.397 0.976
H 1.118 -3.909 -2.245
H -0.112 -4.655 -3.282
H 1.137 -5.659 -2.523
H -1.849 -6.538 -0.543
H -0.530 -7.110 -1.566
H -1.861 -6.195 -2.286
H -5.621 -1.262 -1.821
H -6.918 -2.463 -1.733
H -5.512 -2.739 -2.784
H -5.370 -1.368 0.719
H -5.070 -2.917 1.504
H -6.660 -2.579 0.786
H -5.245 -4.992 -1.637
H -6.583 -4.605 -0.552
H -5.016 -5.073 0.118
H -2.819 4.447 -2.452
H -1.385 4.864 0.963
H 0.095 5.819 0.749
H 0.173 4.055 0.905
H -2.306 6.054 -1.084
H -1.405 6.025 -2.616
H -0.767 6.905 -1.226
H 1.484 4.001 -1.355
H 1.354 5.762 -1.438
H 0.776 4.770 -2.787
O 2.208 -0.496 -0.036
H 1.658 -1.244 -0.434
H 2.803 -0.910 0.631
Se -1.247 1.336 2.608
F 3.605 -0.784 4.466
B 4.368 -1.326 3.404
F 4.537 -2.702 3.593
F 5.603 -0.665 3.316
F 3.636 -1.101 2.180
C 7.010 2.839 -2.062
C 7.518 2.233 -0.760
N 6.436 1.886 0.156
C 6.184 0.463 0.393
C 5.604 -0.257 -0.816
C 5.876 2.907 0.855
O 6.295 4.059 0.774
C 4.686 2.609 1.719
C 4.657 3.045 3.036
C 3.525 2.812 3.795
C 2.450 2.162 3.208
N 2.469 1.753 1.943
C 3.562 1.975 1.216
H 7.847 3.084 -2.720
H 6.458 3.756 -1.854
H 6.350 2.145 -2.585
H 8.183 2.938 -0.262
H 8.079 1.318 -0.956
H 5.539 0.347 1.255
H 7.134 0.002 0.674
H 4.643 0.167 -1.111
H 5.445 -1.309 -0.569
H 6.280 -0.210 -1.674
H 5.517 3.558 3.447
H 3.469 3.121 4.831
H 1.526 1.974 3.748
H 3.528 1.629 0.188
C 0.803 -0.443 5.300
As 0.338 -2.165 4.593
C 1.605 -3.401 5.348
C -1.359 -2.569 5.419
S 0.196 -2.436 2.517
H 0.686 -0.490 6.384
H 0.135 0.298 4.861
H 1.840 -0.243 5.038
H 1.646 -3.282 6.432
H 2.577 -3.187 4.905
H 1.295 -4.410 5.088
H -1.275 -2.535 6.505
H -1.678 -3.556 5.092
H -2.074 -1.825 5.070
*
```

---

No. 7
Below is C25H34HgN4O3S3Se3 as an isolated structure in a non-equilibrium geometry, with properties calculated with ωB97M-V/def2-TZVPD.

Properties
- HOMO-LUMO gap (alpha / beta) (eV) = 2.788 / 6.283
- energy above the lowest of the compared OMol25 structures with the same formula, charge and spin (kJ/mol) = 268.3

ORCA input file:
```
! RIJCOSX wB97M-V def2-TZVPD def2/J DEFGRID3
* xyz -1 2
Hg -0.744 0.137 -0.215
C -3.865 2.424 -1.977
Se -3.191 0.602 -2.043
C -2.051 0.668 -3.630
C -0.945 1.704 -3.605
Se 0.598 1.324 -2.437
C 1.545 0.273 -3.836
H -4.219 2.704 -2.970
H -3.063 3.071 -1.627
H -4.684 2.421 -1.257
H -2.734 0.858 -4.470
H -1.663 -0.353 -3.707
H -1.316 2.663 -3.240
H -0.549 1.832 -4.620
H 1.802 0.933 -4.666
H 0.929 -0.547 -4.206
H 2.463 -0.115 -3.400
O 0.639 -1.876 -1.494
C 1.744 -2.330 -0.747
C 1.683 -1.923 0.704
C 2.342 -2.683 1.650
C 2.383 -2.256 2.978
C 1.784 -1.034 3.285
C 1.139 -0.339 2.291
N 1.047 -0.779 1.019
H 0.944 -1.618 -2.372
H 2.675 -1.912 -1.156
H 1.806 -3.426 -0.816
H 2.838 -3.597 1.355
H 2.874 -2.845 3.739
H 1.823 -0.632 4.287
H 0.677 0.620 2.501
O 0.696 3.687 -0.519
C -0.313 3.122 -0.113
O -1.040 2.356 -0.835
C -0.809 3.394 1.289
C -0.458 4.636 1.811
C -0.878 5.058 3.056
C -1.680 4.214 3.810
C -2.027 2.975 3.318
C -1.594 2.532 2.066
S -2.094 0.882 1.679
H 0.178 5.262 1.199
H -0.581 6.027 3.437
H -2.025 4.519 4.790
H -2.642 2.307 3.904
C -1.624 -4.460 2.045
N -2.811 -3.670 1.922
C -3.812 -3.532 2.845
C -4.704 -2.645 2.348
N -4.255 -2.242 1.122
C -4.851 -1.241 0.290
C -3.073 -2.854 0.868
Se -1.992 -2.668 -0.599
H -1.801 -5.290 2.727
H -0.796 -3.846 2.407
H -1.359 -4.830 1.054
H -3.807 -4.070 3.771
H -5.611 -2.260 2.767
H -5.907 -1.137 0.534
H -4.726 -1.526 -0.757
H -4.342 -0.281 0.441
S 3.092 0.876 -0.778
C 4.545 0.237 -1.248
N 5.735 0.517 -0.618
C 6.931 0.313 -1.414
C 6.519 -0.446 -2.673
S 4.850 -1.155 -2.308
H 5.710 1.306 0.009
H 7.655 -0.266 -0.825
H 7.401 1.265 -1.696
H 7.196 -1.258 -2.928
H 6.394 0.228 -3.520
*
```

---

No. 8
Below is the molecule C6H10O in a non-equilibrium geometry, with properties calculated with ωB97M-V/def2-TZVPD.

Properties
- HOMO-LUMO gap (eV) = 10.916
- energy above the lowest of the compared OMol25 structures with the same formula, charge and spin (kJ/mol) = 103.5

ORCA input file:
```
! RIJCOSX wB97M-V def2-TZVPD def2/J DEFGRID3
* xyz 0 1
C -2.102 -0.538 0.181
C -0.869 0.002 -0.504
O -0.509 1.280 0.010
C 0.847 1.503 -0.361
C 1.529 0.136 -0.345
C 1.249 -0.524 0.952
C 0.385 -0.833 -0.260
H -2.927 0.178 0.146
H -1.873 -0.773 1.223
H -2.415 -1.459 -0.325
H -1.080 0.124 -1.589
H 0.906 1.978 -1.348
H 1.287 2.170 0.391
H 2.450 -0.016 -0.898
H 0.818 0.022 1.777
H 1.917 -1.346 1.206
H 0.385 -1.906 -0.255
*
```